Entry 1:
{
  "formula": "C4H9NO2",
  "method": "the ωB97M-V functional and the def2-TZVPD basis",
  "species": ["C", "C", "O", "C", "N", "C", "O", "H", "H", "H", "H", "H", "H", "H", "H", "H"],
  "positions_angstrom": [[-1.7188, -0.3088, -0.3422], [-0.4270, -0.9294, 0.0200], [0.6698, 0.5123, -1.4798], [0.2532, -0.6678, 1.2804], [1.3996, -0.0751, 0.6008], [1.1149, 1.1735, -0.1762], [0.2392, 1.9279, 0.3351], [-2.4730, -0.8421, 0.2620], [-1.9639, -0.4210, -1.3985], [-1.7091, 0.7436, -0.0447], [-0.0432, -1.7426, -0.5885], [0.1897, 1.2317, -1.9183], [-0.2284, 0.0977, 1.8898], [0.5569, -1.5448, 1.8540], [2.0113, -0.7293, 0.1209], [2.1287, 1.5742, -0.4148]],
  "e_homo_ev": -8.28,
  "de_lowest_kj_mol": 446.7
}

---

Entry 2:
{
  "formula": "C16H48ClN5O8",
  "method": "the ωB97M-V functional and the def2-TZVPD basis",
  "species": ["N", "H", "H", "H", "H", "Cl", "O", "O", "O", "O", "C", "C", "C", "O", "C", "N", "H", "H", "H", "H", "H", "H", "H", "H", "H", "H", "H", "C", "C", "C", "O", "C", "N", "H", "H", "H", "H", "H", "H", "H", "H", "H", "H", "H", "C", "C", "C", "O", "C", "N", "H", "H", "H", "H", "H", "H", "H", "H", "H", "H", "H", "C", "C", "C", "O", "C", "N", "H", "H", "H", "H", "H", "H", "H", "H", "H", "H", "H"],
  "positions_angstrom": [[-0.3207, -0.0269, -0.2874], [0.2740, 0.1350, 0.5128], [-0.0064, 0.4023, -1.1459], [-1.1856, 0.4285, -0.0330], [-0.5971, -0.9898, -0.4158], [-3.8945, 1.6517, -3.5583], [-2.5798, 1.3166, -3.9797], [-3.9707, 2.9732, -2.9560], [-4.8500, 1.7014, -4.5795], [-4.3633, 0.7910, -2.4420], [-3.1954, 3.9639, 3.2041], [-3.5145, 2.7582, 2.3409], [-4.9892, 2.5682, 2.1298], [-5.4287, 3.7170, 1.4289], [-6.6142, 3.4495, 0.6881], [-2.7587, 2.9836, 1.1400], [-3.4253, 3.7734, 4.2524], [-3.7130, 4.8818, 2.9253], [-2.1506, 4.2735, 3.2300], [-3.0860, 1.8392, 2.7410], [-5.4927, 2.4826, 3.0927], [-5.2264, 1.6763, 1.5499], [-6.6532, 4.0841, -0.1972], [-7.4581, 3.4923, 1.3767], [-6.7592, 2.4212, 0.3571], [-2.4898, 3.9529, 1.0498], [-3.5716, 3.0446, 0.5438], [-0.4206, -6.0298, 2.0342], [-0.3290, -4.6900, 1.2442], [-1.6064, -4.6992, 0.4167], [-1.6616, -3.7046, -0.5421], [-2.4841, -4.0607, -1.6083], [-0.1475, -3.5861, 2.1237], [0.4409, -6.1313, 2.6943], [-0.1756, -6.8997, 1.4249], [-1.3629, -6.0872, 2.5790], [0.6258, -4.7924, 0.7284], [-2.4709, -4.6097, 1.0745], [-1.6328, -5.6989, -0.0169], [-2.4786, -3.3634, -2.4461], [-3.4715, -4.1273, -1.1514], [-2.2178, -4.8914, -2.2620], [-0.6934, -3.6791, 2.9684], [0.7892, -3.6435, 2.4970], [3.5843, 0.0116, -5.1878], [2.5086, -0.6223, -4.3196], [3.1386, -1.7662, -3.4752], [2.3588, -2.9294, -3.0875], [1.5937, -3.4679, -4.1985], [1.8871, 0.3999, -3.5602], [4.4201, 0.3440, -4.5722], [3.1780, 0.8612, -5.7366], [3.9868, -0.7620, -5.8417], [1.7209, -0.9534, -4.9964], [3.6095, -1.3011, -2.6091], [3.9146, -2.2538, -4.0653], [0.8153, -2.7848, -4.5383], [1.0724, -4.4053, -4.0045], [2.1498, -3.6493, -5.1183], [1.1255, 0.8376, -4.0587], [2.5901, 1.1244, -3.5296], [3.4935, 2.8213, 4.4413], [3.2647, 2.3425, 2.9698], [4.5556, 1.8937, 2.3010], [5.3920, 2.9833, 2.1596], [6.6024, 2.7308, 1.5215], [2.3256, 1.2460, 2.7945], [3.5661, 1.8984, 5.0167], [2.6776, 3.3092, 4.9744], [4.2910, 3.5537, 4.5665], [2.8639, 3.2122, 2.4491], [4.3286, 1.3747, 1.3697], [5.0657, 1.2550, 3.0221], [7.2771, 2.1182, 2.1195], [7.2401, 3.6054, 1.3922], [6.5156, 2.1890, 0.5797], [2.7430, 0.4128, 3.1840], [1.4611, 1.3199, 3.3115]],
  "e_homo_ev": -7.63,
  "de_lowest_kj_mol": 412.2
}

---

Number 1: Kohn-Sham gap 7.57 eV. Number 2: Kohn-Sham gap 7.21 eV.